(1)
Entry from OMol25: an isolated ion of composition C11H18N3OS2 and charge +1 (the ωB97M-V functional and the def2-TZVPD basis).

Output
- net charge = +1
- lowest unoccupied orbital energy (eV) = -3.3
- structure (SMILES) = S=C(SCCCn1cc[nH+]c1)N1CCOCC1
- relative energy (zero: lowest compared OMol25 entry of this formula, charge and spin) (kcal per mole) = 0.0
- E_HOMO (eV) = -11.16
- Kohn-Sham gap (eV) = 7.90

Positions of all 35 atoms, in Å:
1 S -1.61256 1.22290 3.55359
2 C -0.47853 0.89955 2.44032
3 S 0.81302 2.06662 2.26859
4 C 1.26222 1.92159 0.52328
5 C 0.37598 2.78061 -0.37917
6 C -0.71788 2.03164 -1.10906
7 N -0.21885 0.88705 -1.88057
8 C -0.82495 -0.34403 -1.97394
9 C -0.08044 -1.13606 -2.78680
10 N 0.98507 -0.36078 -3.17395
11 C 0.88760 0.84646 -2.62192
12 N -0.40013 -0.21277 1.61362
13 C -1.55571 -1.11671 1.65674
14 C -1.33273 -2.20224 0.64618
15 O -0.31913 -3.05820 1.10503
16 C 0.90513 -2.37445 1.19077
17 C 0.86812 -0.97731 1.83278
18 H 2.29682 2.23884 0.45200
19 H 1.22469 0.87132 0.25137
20 H 0.99846 3.29758 -1.10993
21 H -0.09511 3.55540 0.21536
22 H -1.22419 2.69905 -1.79907
23 H -1.45875 1.64143 -0.41972
24 H -1.74452 -0.55505 -1.46280
25 H -0.21980 -2.15045 -3.10164
26 H 1.74097 -0.64575 -3.77612
27 H 1.57768 1.65673 -2.75496
28 H -1.61044 -1.59995 2.63295
29 H -2.47551 -0.56447 1.50162
30 H -1.01683 -1.76339 -0.30981
31 H -2.22928 -2.78952 0.48448
32 H 1.37438 -2.31501 0.20481
33 H 1.54126 -3.00016 1.80786
34 H 1.08863 -1.03873 2.89616
35 H 1.67532 -0.41174 1.38196



(2)
Entry from OMol25: C11H18N3PSe2Te2Tl as an isolated structure at a distorted geometry (the ωB97M-V functional and the def2-TZVPD basis).

Output
- net charge = -1
- lowest unoccupied orbital energy (eV) = 2.1
- relative energy (zero: lowest compared OMol25 entry of this formula, charge and spin) (kcal per mole) = 18.4
- E_HOMO (eV) = -3.09
- Kohn-Sham gap (eV) = 5.15

Positions of all 38 atoms, in Å:
1 Tl -0.14350 -1.31061 -2.67266
2 C -1.08320 0.52719 -4.53036
3 C -2.24400 0.09649 -3.85666
4 C -2.21510 0.63089 -2.56016
5 C -1.04800 1.40719 -2.43496
6 C -0.34690 1.34339 -3.65016
7 H -0.86540 0.36699 -5.57416
8 H -3.05100 -0.47911 -4.28056
9 H -2.99090 0.53679 -1.81516
10 H -0.81490 2.06939 -1.61006
11 H 0.54150 1.90789 -3.89566
12 Se 0.56710 -4.43021 -2.71016
13 Te 1.70180 -3.51901 -0.69846
14 Te 3.21960 -1.71731 -2.13976
15 Se 4.00230 -0.17231 -0.30246
16 C 1.70330 -0.11031 2.43524
17 N 1.28900 0.77509 1.29334
18 C 0.27220 1.74969 1.78094
19 N -0.84480 1.06909 2.35924
20 C -0.40050 0.22839 3.45844
21 N 0.58310 -0.74891 3.03814
22 C 0.00480 -1.76781 2.18564
23 P -0.69830 -1.11491 0.56094
24 C 0.74250 -0.01011 0.17074
25 C -1.62730 0.31379 1.39104
26 H 2.21930 0.51459 3.16924
27 H 2.40860 -0.84621 2.03524
28 H 2.17120 1.18299 0.91594
29 H -0.06150 2.35239 0.93334
30 H 0.73220 2.39659 2.53844
31 H -1.26080 -0.29461 3.87734
32 H 0.04160 0.86949 4.22984
33 H -0.80380 -2.27161 2.72474
34 H 0.77140 -2.51751 1.96144
35 H 0.44740 0.67709 -0.63346
36 H 1.55900 -0.62481 -0.20646
37 H -2.50910 -0.07781 1.90494
38 H -1.96880 0.99759 0.60714



(3)
Entry from OMol25: an isolated ion of composition C11H18N5O3 and charge +1 at a distorted geometry (the ωB97M-V functional and the def2-TZVPD basis).

Output
- net charge = +1
- lowest unoccupied orbital energy (eV) = -2.4
- structure (SMILES) = CNC(=O)CNC(=O)[C@@H](Cc1c[nH]c[nH+]1)NC(C)=O
- E_HOMO (eV) = -12.20
- Kohn-Sham gap (eV) = 9.82

Positions of all 37 atoms, in Å:
1 C -3.54320 2.40153 -2.71463
2 N -3.75795 1.50262 -1.55618
3 C -2.87305 0.65020 -1.08508
4 O -1.76229 0.59092 -1.61192
5 C -3.22952 -0.02363 0.22412
6 N -2.10832 -0.84503 0.69718
7 C -0.92920 -0.33581 1.09381
8 O -0.76225 0.88611 1.25206
9 C 0.23500 -1.31357 1.32512
10 C 0.85050 -1.69501 -0.03892
11 C 1.55500 -0.60808 -0.80601
12 C 2.89885 -0.52506 -1.06673
13 N 3.08637 0.57608 -1.89499
14 C 1.85165 1.11033 -2.15262
15 N 0.93229 0.43073 -1.48074
16 N 1.27650 -0.72654 2.22575
17 C 2.36500 -1.35570 2.70749
18 C 3.41092 -0.52352 3.39595
19 O 2.58476 -2.54599 2.50702
20 H -3.06297 1.86105 -3.54389
21 H -4.53201 2.75242 -3.00946
22 H -2.91140 3.24261 -2.36236
23 H -4.63951 1.57247 -1.02982
24 H -4.07928 -0.67624 0.07531
25 H -3.51268 0.77426 0.95528
26 H -2.19913 -1.84026 0.63624
27 H -0.12092 -2.22698 1.78003
28 H 1.55169 -2.50732 0.11397
29 H 0.06529 -2.10529 -0.62743
30 H 3.66050 -1.24583 -0.77483
31 H 3.95774 0.92359 -2.26485
32 H 1.67810 1.96847 -2.77813
33 H -0.07561 0.65053 -1.48421
34 H 1.13179 0.22133 2.56215
35 H 2.94762 0.14039 4.13438
36 H 3.98061 0.05794 2.67726
37 H 4.07911 -1.21371 3.91970



(4)
Entry from OMol25: one molecule with the formula C11H18N6O2S at a distorted geometry (the ωB97M-V functional and the def2-TZVPD basis).

Output
- lowest unoccupied orbital energy (eV) = 0.1
- structure (SMILES) = COCCCNc1nc2nonc2nc1NCCSC
- E_HOMO (eV) = -8.50
- Kohn-Sham gap (eV) = 8.57

Positions of all 38 atoms, in Å:
1 C -4.51461 -1.14688 1.34776
2 O -3.53579 -1.37732 0.36571
3 C -3.60971 -2.67231 -0.20472
4 C -2.54354 -2.82278 -1.28815
5 C -1.12679 -2.85835 -0.72082
6 N -0.81361 -1.58527 -0.11952
7 C 0.43942 -1.12676 0.00673
8 N 1.42085 -1.86372 -0.45362
9 C 2.65191 -1.34361 -0.27432
10 N 3.82450 -1.82482 -0.60827
11 O 4.72452 -0.92048 -0.17429
12 N 4.16000 0.13953 0.43373
13 C 2.86956 -0.07998 0.39517
14 N 1.85015 0.69055 0.83451
15 C 0.65960 0.19310 0.63621
16 N -0.41183 0.89833 1.08051
17 C -0.22706 2.24014 1.58470
18 C -0.04499 3.26047 0.46723
19 S -1.52189 3.28882 -0.61704
20 C -0.91704 4.46111 -1.85644
21 H -4.40333 -1.84186 2.18873
22 H -5.52267 -1.25474 0.93227
23 H -4.37456 -0.12571 1.69667
24 H -3.46638 -3.43126 0.57998
25 H -4.60842 -2.82037 -0.64156
26 H -2.63404 -1.98731 -1.98342
27 H -2.73326 -3.74882 -1.83050
28 H -0.39032 -3.04723 -1.50500
29 H -1.03890 -3.66184 0.02236
30 H -1.59244 -1.13600 0.34037
31 H -1.29717 0.74311 0.62029
32 H -1.10021 2.49494 2.18954
33 H 0.67103 2.23588 2.20583
34 H 0.81715 2.99207 -0.14345
35 H 0.08995 4.26011 0.88020
36 H -1.70677 4.58225 -2.59036
37 H -0.02531 4.05855 -2.32935
38 H -0.70157 5.41319 -1.37888



(5)
Entry from OMol25: C11H18Si as an isolated structure at a distorted geometry (the ωB97M-V functional and the def2-TZVPD basis).

Output
- lowest unoccupied orbital energy (eV) = 0.8
- relative energy (zero: lowest compared OMol25 entry of this formula, charge and spin) (kcal per mole) = 66.4
- E_HOMO (eV) = -9.01
- Kohn-Sham gap (eV) = 9.85

Positions of all 30 atoms, in Å:
1 C 1.06928 -1.24140 3.15381
2 C -0.21093 -0.77122 2.91293
3 C 1.98810 -1.19162 2.04318
4 C -0.65085 -0.47610 1.60866
5 C 1.62047 -0.66698 0.85096
6 C 0.22822 -0.38054 0.62842
7 C 1.25287 2.44760 -0.07211
8 C -1.72800 1.08057 -0.70812
9 C -1.80922 -1.89793 -1.79117
10 C 0.74841 1.64169 -1.27738
11 C -0.33502 0.58431 -0.99053
12 Si -0.31374 -0.83684 -2.28052
13 H 1.43489 -1.57125 4.12152
14 H -0.87365 -0.66993 3.70472
15 H 3.04395 -1.58145 2.20293
16 H -1.71583 -0.26889 1.58133
17 H 2.32063 -0.51505 0.03308
18 H 1.89898 1.85243 0.59620
19 H 0.33194 2.52136 0.61032
20 H 1.80895 3.34007 -0.37816
21 H -2.07143 1.63745 -1.48643
22 H -1.71859 1.64733 0.19410
23 H -2.32588 0.14285 -0.55661
24 H -2.83496 -1.53123 -2.05595
25 H -1.77957 -2.90732 -2.30075
26 H -1.62809 -1.89731 -0.76061
27 H 0.32575 2.42484 -1.92138
28 H 1.53988 1.13597 -1.78191
29 H -0.46850 -0.16237 -3.54981
30 H 0.85194 -1.88903 -2.33068



(6)
Entry from OMol25: C11H19Ag2F2O5 as an isolated structure at a distorted geometry (the ωB97M-V functional and the def2-TZVPD basis).

Output
- lowest unoccupied orbital energy (alpha / beta) (eV) = 0.0 / -3.9
- ⟨S²⟩ = 3.76
- spin multiplicity = 4
- E_HOMO (alpha / beta) (eV) = -6.42 / -9.79
- Kohn-Sham gap (alpha / beta) (eV) = 6.44 / 5.89

Positions of all 39 atoms, in Å:
1 Ag 1.91718 -1.37442 2.80220
2 Ag 0.23136 -2.08987 0.05511
3 F 0.68717 -0.12741 1.15132
4 F 2.47344 -2.29045 0.57651
5 C -1.51838 -4.51684 3.04798
6 C -1.04026 -3.01572 3.08200
7 C -0.87520 -2.55686 4.50510
8 O 0.09615 -2.74935 2.28057
9 H -0.64869 -5.15688 3.19663
10 H -1.79114 -4.75434 2.01973
11 H -2.42744 -4.76799 3.59445
12 H -1.87589 -2.46933 2.64465
13 H -0.30762 -1.63345 4.62027
14 H -0.45126 -3.31597 5.16247
15 H -1.85142 -2.27609 4.90042
16 O -0.65369 2.86419 -3.18176
17 C -1.09424 3.00091 -2.08317
18 O -1.11267 1.99108 -1.19504
19 C -1.46312 2.35181 0.15026
20 C -1.26444 3.86748 0.11928
21 C -1.53893 4.21121 -1.38156
22 H -0.71101 1.98328 0.84784
23 H -2.46578 1.99910 0.39189
24 H -0.22120 4.05936 0.37013
25 H -1.86789 4.42094 0.83874
26 H -1.01161 5.06384 -1.80941
27 H -2.57913 4.23179 -1.70660
28 O 0.07101 -1.56367 -2.24892
29 C 0.81500 -0.68812 -2.71678
30 O 0.74886 0.02498 -3.87018
31 C 1.91563 0.84036 -4.08372
32 C 2.52766 0.98560 -2.67542
33 C 2.13241 -0.35334 -2.02600
34 H 1.68573 1.77256 -4.59971
35 H 2.56742 0.27792 -4.75226
36 H 2.19863 1.88705 -2.15847
37 H 3.59265 1.19898 -2.58389
38 H 2.24553 -0.23404 -0.94847
39 H 2.86510 -1.09842 -2.33602